Formula: C7H11NOS2
Source: OMol25
Level of theory: wB97M-V/def2-TZVPD

```
22
Properties=species:S:1:pos:R:3
H -1.080 -2.933 0.441
C 0.269 -0.051 3.154
H 0.527 1.432 -4.799
H -1.168 0.745 1.661
H -0.908 -2.124 2.273
H 0.407 -0.840 -3.580
S 0.167 1.844 -1.256
C 0.368 2.395 -2.874
H 0.440 3.486 -3.179
C 0.452 1.359 -3.716
C -0.165 0.503 1.798
C -1.100 -2.061 1.243
H -0.469 -0.329 3.854
N -0.156 -0.734 -0.869
H 0.970 0.624 3.594
C 0.283 0.053 -3.125
H 1.020 -0.904 2.986
H 0.563 1.308 1.553
C 0.029 0.175 -1.818
H -2.121 -1.746 1.097
O 1.501 -1.320 0.911
S 0.170 -0.883 0.651
```

Properties
Strongest force on any atom, Eh/bohr: 0.08545
E_HOMO, eV: -7.42
Calculated total energy, Ha: -1199.57047
SMILES string: CC[S@](C)(=O)=Nc1cccs1

Formula: C7H11NS2
Source: OMol25
Level of theory: wB97M-V/def2-TZVPD

```
21
Properties=species:S:1:pos:R:3
H 0.252 3.696 0.474
H -1.180 -1.498 0.358
H -0.748 2.115 0.583
C 0.232 2.617 0.364
N 1.711 -0.856 -0.384
H -0.793 0.789 -1.985
H -0.566 -1.419 2.540
C 2.872 -0.229 -0.350
H 0.791 -0.349 2.230
H 1.731 -1.785 -0.612
H -1.102 0.318 0.917
C 0.156 -1.137 1.878
C -0.146 -0.030 -1.941
S 4.290 -1.047 -0.218
S 2.756 1.572 -0.175
H 0.845 -1.963 1.681
H 0.566 0.165 -2.632
C 0.429 -0.140 -0.572
C 1.097 1.727 0.014
H -0.494 -1.007 -2.447
C -0.546 -0.640 0.532
```

Properties
Strongest force on any atom, Eh/bohr: 0.09270
E_HOMO, eV: -8.44
Calculated total energy, Ha: -1124.33680

Formula: C7H11O
Source: OMol25
Level of theory: wB97M-V/def2-TZVPD

```
19
Properties=species:S:1:pos:R:3
H 1.684 -1.098 -1.031
H -3.591 1.580 -1.171
C -3.546 0.738 -0.490
H -1.107 2.175 -0.224
H 4.240 2.461 -1.695
H -1.018 -1.225 1.504
C 1.073 -0.731 0.983
C -2.180 0.262 -0.276
C 1.885 -0.305 -0.247
H 4.418 2.012 -2.253
H 1.639 -1.475 1.540
H -0.397 -2.219 0.243
C -1.126 1.130 0.083
O 3.221 -0.149 -0.037
H -4.113 0.811 0.420
H 1.434 0.580 -0.727
H 0.921 0.189 1.589
C -0.895 -0.280 -0.409
C -0.350 -1.207 0.655
```

Properties
Net charge: -1
Strongest force on any atom, Eh/bohr: 0.09565
E_HOMO, eV: -2.44
Calculated total energy, Ha: -348.22027

Number 1: orbital gap 7.966 eV. Number 2: orbital gap 9.006 eV. Number 3: orbital gap 4.373 eV.